This record from OMol25 describes a cluster of 2 separate species, C3H12N4O in total. The level of theory is ωB97M-V/def2-TZVPD.

ΔE to the lowest compared entry with this formula, charge and spin, eV: 2.5700
Frontier orbital gap, eV: 9.30
Multiplicity: 1
Charge: +2
Lowest unoccupied orbital energy, eV: -8.3792

CARTESIAN COORDINATES (ANGSTROEM)
O  -1.040  -0.887  1.431
N  -0.224  0.790  -1.606
N  2.141  -0.086  2.010
N  2.227  0.980  -0.049
N  -2.243  -0.879  -1.164
C  -0.708  0.173  0.622
C  1.644  0.419  0.966
C  -0.788  -0.272  -0.810
H  3.158  1.078  -0.284
H  3.169  -0.047  2.294
H  -2.445  -1.483  -0.365
H  -2.971  -0.262  -1.491
H  1.670  -0.440  2.842
H  -0.963  1.116  1.010
H  -2.105  -1.685  -1.839
H  -0.780  1.667  -1.756
H  0.096  0.383  -2.561
H  -1.174  -0.629  2.394
H  -0.155  -1.122  -0.968
H  1.490  1.185  -0.676

This record from OMol25 describes a cluster of 2 separate species, C5H15NO in total. The level of theory is ωB97M-V/def2-TZVPD.

ΔE to the lowest compared entry with this formula, charge and spin, eV: 1.3106
SMILES string: CCN(C)CC.O
Frontier orbital gap, eV: 8.62
Multiplicity: 1
Lowest unoccupied orbital energy, eV: 0.7501

CARTESIAN COORDINATES (ANGSTROEM)
O  3.313  -0.733  1.491
N  -0.663  0.288  -0.188
C  -1.144  -0.655  -1.149
C  -0.130  -0.373  1.038
C  0.243  1.300  -0.671
C  -0.569  0.418  2.261
C  -1.328  -0.121  -2.554
H  -2.042  -1.121  -0.775
H  -1.767  -0.843  -3.222
H  -0.108  0.017  3.169
H  -1.652  0.330  2.358
H  1.177  0.823  -1.018
H  3.949  -0.884  2.209
H  0.539  1.991  0.124
H  3.345  -1.585  1.020
H  -0.278  1.927  -1.375
H  0.943  -0.441  0.853
H  -2.088  0.655  -2.511
H  -0.284  1.460  2.095
H  -0.444  0.404  -2.903
H  -0.424  -1.502  -1.237
H  -0.590  -1.355  0.985

This record from OMol25 describes a structure of composition C35H40BrCl33N2O2. The level of theory is ωB97M-V/def2-TZVPD.

Frontier orbital gap, eV: 7.25
Multiplicity: 1
Lowest unoccupied orbital energy, eV: -1.1934

CARTESIAN COORDINATES (ANGSTROEM)
Br  -0.242  -1.951  0.764
Cl  8.955  -2.309  -2.839
Cl  6.592  -3.702  -1.858
Cl  0.485  -5.057  -6.512
Cl  -1.821  10.331  1.556
Cl  -2.816  8.074  -4.893
Cl  0.275  6.859  -10.424
Cl  -0.428  7.346  -3.401
Cl  0.925  7.475  -0.688
Cl  -2.321  -10.027  5.490
Cl  -1.491  -4.938  2.089
Cl  -3.580  8.110  0.899
Cl  -1.563  -8.438  1.825
Cl  0.730  10.008  -2.128
Cl  0.074  -10.087  0.072
Cl  -6.524  -1.555  4.457
Cl  0.414  -9.033  5.533
Cl  2.688  8.456  -10.123
Cl  -0.229  -6.131  -3.904
Cl  -2.094  -4.513  4.901
Cl  -1.805  -7.212  6.013
Cl  -0.223  8.064  -6.213
Cl  -3.806  -0.517  4.481
Cl  -6.048  1.262  5.005
Cl  0.472  -5.644  4.113
Cl  2.590  5.751  -9.054
Cl  0.822  3.618  4.087
Cl  9.249  -4.749  -1.279
Cl  1.424  9.988  0.694
Cl  1.981  6.273  4.376
Cl  -4.702  10.731  1.478
Cl  0.773  -7.297  0.523
Cl  2.218  4.844  1.844
Cl  -2.312  -5.447  -5.817
O  3.765  -2.277  1.989
O  -2.451  0.469  0.204
N  0.684  4.438  -0.514
N  3.200  2.556  0.059
C  0.628  3.038  -0.188
C  8.283  -3.285  -1.524
C  -4.129  -2.225  0.303
C  -4.271  -0.942  -0.667
C  -5.269  1.512  -1.063
C  2.050  4.853  -0.486
C  2.973  -4.463  -3.053
C  2.152  4.685  3.611
C  4.194  -3.762  -2.376
C  -1.230  7.294  -4.976
C  1.660  7.220  -9.383
C  -5.359  0.139  -0.186
C  3.297  3.950  -0.211
C  -0.821  -4.519  3.671
C  1.789  -4.601  -0.556
C  1.798  -4.889  -2.095
C  4.182  -3.473  -0.831
C  -2.810  -0.291  -0.982
C  -1.090  0.897  0.172
C  -0.665  -6.062  -5.619
C  3.623  -0.137  3.185
C  2.878  -0.394  0.661
C  2.989  -3.863  0.128
C  0.154  -0.035  0.430
C  3.027  -3.489  1.708
C  -3.402  9.591  1.851
C  -5.380  0.425  1.396
C  0.076  -8.758  1.241
C  -1.208  -8.864  6.225
C  1.833  2.103  0.093
C  -0.817  2.383  -0.137
C  2.891  -1.111  2.099
C  0.485  9.191  -0.577
C  1.608  0.562  0.406
C  -5.421  -0.382  5.192
H  -0.625  -7.071  -6.024
H  2.254  5.976  -0.695
H  -4.249  2.032  -0.961
H  -1.148  -9.074  7.291
H  -5.162  1.551  1.549
H  2.886  -1.138  -0.230
H  1.862  -1.336  2.540
H  -0.397  -3.517  3.611
H  5.061  -3.436  -3.040
H  1.285  7.608  -8.437
H  3.525  -4.333  2.313
H  3.829  -0.822  4.100
H  -2.120  -1.174  -1.210
H  -5.524  1.235  -2.154
H  -5.347  -0.602  6.255
H  -3.676  -3.095  -0.285
H  0.896  -5.437  -2.565
H  -2.915  0.338  -1.931
H  3.086  4.240  3.950
H  -3.466  9.330  2.905
H  1.928  -3.447  2.060
H  4.627  0.255  2.808
H  0.692  -9.049  2.090
H  -1.726  3.056  -0.360
H  0.895  -4.930  0.072
H  -4.591  -0.144  2.005
H  4.353  4.403  -0.255
H  -0.570  9.257  -0.318
H  2.923  0.686  3.575
H  -4.650  -1.353  -1.684
H  3.885  0.172  0.571
H  -6.398  -0.305  -0.450
H  -6.426  0.252  1.850
H  -6.050  2.282  -0.695
H  5.106  -2.931  -0.412
H  -5.114  -2.544  0.797
H  2.948  -4.650  -4.179
H  -1.375  6.251  -5.254
H  -3.390  -1.908  1.140
H  8.317  -2.696  -0.608

This record from OMol25 describes an isolated molecule of C4H4N2O. The level of theory is ωB97M-V/def2-TZVPD.

ΔE to the lowest compared entry with this formula, charge and spin, eV: 5.7775
Frontier orbital gap, eV: 7.99
Multiplicity: 1
Lowest unoccupied orbital energy, eV: -1.2394

CARTESIAN COORDINATES (ANGSTROEM)
O  0.769  0.433  -1.110
N  1.314  1.195  -0.110
N  -0.272  -1.569  -1.586
C  0.851  1.073  1.089
C  -0.288  0.273  1.578
C  -0.887  -0.406  0.454
C  -0.128  -0.586  -0.814
H  -1.643  -1.177  0.613
H  -1.463  0.581  0.475
H  1.385  1.703  1.794
H  0.363  -1.521  -2.384

This record from OMol25 describes a cluster of 2 separate species, C5H14 in total. The level of theory is ωB97M-V/def2-TZVPD.

ΔE to the lowest compared entry with this formula, charge and spin, eV: 1.0845
SMILES string: CCC.CC
Frontier orbital gap, eV: 12.11
Multiplicity: 1
Lowest unoccupied orbital energy, eV: 1.1765

CARTESIAN COORDINATES (ANGSTROEM)
C  1.578  -1.982  -0.485
C  -0.793  2.367  -1.206
C  1.226  -2.874  0.705
C  -0.988  0.633  0.674
C  -1.140  2.106  0.314
H  0.964  -1.085  -0.488
H  -0.816  1.384  -1.697
H  0.110  3.000  -1.291
H  -0.952  0.075  -0.270
H  2.684  -1.767  -0.283
H  -0.568  2.691  0.993
H  -1.545  3.105  -1.609
H  0.447  -2.369  1.409
H  0.745  -3.798  0.395
H  -0.146  0.515  1.319
H  1.574  -2.531  -1.408
H  -2.179  2.470  0.341
H  2.018  -3.238  1.369
H  -1.803  0.109  1.233

This record from OMol25 describes a cluster of 2 separate species, C8H12NO2 in total. The level of theory is ωB97M-V/def2-TZVPD.

ΔE to the lowest compared entry with this formula, charge and spin, eV: 4.1900
Frontier orbital gap (spin up / spin down), eV: 7.49 / 6.91
Multiplicity: 1
Charge: +1
Lowest unoccupied orbital energy (spin up / spin down), eV: -3.3446 / -4.2491

CARTESIAN COORDINATES (ANGSTROEM)
O  -2.432  1.489  -0.289
O  0.989  -1.688  -1.762
N  -1.662  -1.333  0.029
C  0.765  -1.095  -0.549
C  2.299  -1.509  -1.971
C  -1.514  1.697  -1.331
C  -0.355  -0.656  0.152
C  1.928  -0.542  -0.020
C  0.073  0.051  1.377
C  1.593  0.115  1.285
C  2.926  -0.840  -0.919
H  -0.719  0.997  -1.337
H  -1.988  -1.645  1.025
H  -0.104  -0.343  2.309
H  -2.368  -0.671  -0.361
H  4.084  -0.729  -0.935
H  2.797  -1.869  -2.842
H  2.042  -0.385  2.154
H  -0.391  1.088  1.435
H  -1.288  -2.126  -0.672
H  -3.135  2.186  -0.205
H  -1.834  2.519  -1.981
H  1.788  1.189  1.248

| no. | calculated total energy (a.u.) | maximum force (eV/Å) |
| --- | --- | --- |
| 1 | -415.0647 | 4.88 |
| 2 | -329.4594 | 2.06 |
| 3 | -19377.3980 | 6.04 |
| 4 | -339.3693 | 0.49 |
| 5 | -198.8493 | 3.00 |
| 6 | -516.8400 | 3.49 |